(1)
Below is a 10-piece molecular cluster, C35H40N10O20 overall, with properties calculated with the ωB97M-V functional and the def2-TZVPD basis.

Structure (XYZ):
```
105
Properties=species:S:1:pos:R:3:forces:R:3
O 5.057 0.204 1.321 0.099 0.546 0.200
N 4.821 1.054 0.486 -0.908 -1.057 -1.833
O 4.679 0.799 -0.713 0.321 -0.065 0.709
C 4.594 2.438 0.837 0.402 0.852 -0.107
C 4.410 3.397 -0.154 0.268 0.251 -0.814
C 4.371 4.744 0.209 -0.966 0.218 -1.189
C 4.346 5.121 1.527 0.332 -1.502 1.882
C 4.524 4.139 2.534 0.086 -1.219 -1.346
C 4.684 2.784 2.154 -0.022 0.983 1.105
H 4.333 3.105 -1.210 0.118 0.088 0.656
H 4.196 5.556 -0.532 0.272 -0.992 0.351
H 4.156 6.131 1.796 0.091 0.698 0.186
H 4.562 4.283 3.595 -0.108 0.750 0.272
H 4.879 1.987 2.874 -0.146 0.428 -0.070
O 2.276 -2.631 -4.752 0.040 2.167 0.004
N 2.038 -1.427 -4.493 0.585 -1.879 1.862
O 2.835 -0.650 -3.987 0.199 -0.435 -0.847
C 0.665 -1.015 -4.525 -1.698 0.069 -2.041
C -0.226 -1.794 -5.294 0.360 2.134 1.908
C -1.483 -1.283 -5.442 -2.103 -0.484 -0.287
C -1.941 -0.113 -4.815 1.131 -0.015 0.056
C -1.038 0.672 -4.079 -0.618 -0.613 -0.400
C 0.270 0.203 -4.000 0.531 -0.028 0.549
H 0.015 -2.771 -5.519 0.554 -1.698 -1.059
H -2.232 -1.893 -5.983 0.555 0.396 0.335
H -2.991 0.127 -4.878 -0.013 0.219 -0.064
H -1.362 1.589 -3.571 0.345 -0.522 -0.237
H 1.037 0.702 -3.444 0.112 0.645 0.181
O -3.872 -5.721 -4.671 1.485 0.933 1.212
N -2.933 -5.148 -4.078 -0.953 -0.624 -1.519
O -2.070 -4.499 -4.661 -0.666 -0.434 0.668
C -2.859 -5.285 -2.619 0.248 -0.245 1.523
C -1.887 -4.527 -1.923 -0.326 -0.162 -1.875
C -1.736 -4.596 -0.560 -0.610 -1.331 0.256
C -2.495 -5.583 0.133 0.394 0.784 -1.118
C -3.430 -6.361 -0.566 -0.004 1.059 0.211
C -3.687 -6.194 -1.930 1.438 0.930 -0.209
H -1.225 -3.953 -2.579 -0.215 0.173 0.522
H -0.993 -3.960 -0.099 -0.027 -0.247 0.248
H -2.340 -5.736 1.192 -0.173 0.028 0.017
H -4.069 -6.977 0.029 -0.170 -0.642 0.053
H -4.414 -6.760 -2.471 -0.362 -0.225 -0.089
O 1.185 4.038 5.030 0.542 -0.565 -1.547
N 1.405 3.515 3.925 -1.397 -0.183 0.961
O 1.942 2.416 3.790 -0.504 1.299 -0.263
C 0.889 4.253 2.705 1.206 3.044 1.862
C 0.841 5.706 2.812 0.651 -1.854 0.590
C 0.827 6.483 1.650 -0.619 -1.184 1.040
C 0.757 5.845 0.406 0.346 -1.971 1.164
C 0.736 4.405 0.346 0.002 2.018 -0.098
C 0.781 3.625 1.521 -0.484 -0.970 -2.126
H 0.910 6.114 3.846 -0.019 -0.166 -1.113
H 0.824 7.549 1.797 0.011 0.247 -0.374
H 0.766 6.457 -0.467 -0.037 0.022 -0.689
H 0.763 3.981 -0.662 -0.296 -0.291 0.553
H 0.638 2.536 1.470 0.681 0.496 -0.112
O -2.302 -4.588 3.527 1.251 1.374 -0.643
N -1.697 -3.643 2.978 -1.396 -0.968 1.098
O -2.155 -3.041 2.024 0.311 -0.068 0.203
C -0.390 -3.218 3.529 -0.003 0.058 -1.411
C 0.389 -2.468 2.677 0.214 0.666 0.102
C 1.700 -2.162 3.058 0.095 -0.373 -0.202
C 2.184 -2.651 4.260 -0.869 -1.098 1.020
C 1.311 -3.341 5.173 1.646 0.496 -1.036
C 0.058 -3.663 4.752 -1.162 0.230 0.452
H -0.024 -2.088 1.749 0.194 -0.198 0.104
H 2.358 -1.645 2.356 -0.223 -0.083 0.293
H 3.233 -2.665 4.515 0.101 0.612 -0.043
H 1.688 -3.696 6.131 -0.106 0.167 -0.248
H -0.672 -4.130 5.377 -0.080 -0.610 0.375
C -4.880 -1.016 -0.694 0.784 1.063 0.646
N -4.333 0.291 -1.234 1.160 2.547 1.201
O -4.436 1.259 -0.457 -0.180 -1.613 -1.085
O -3.753 0.406 -2.316 -1.089 -1.146 1.024
H -5.887 -0.751 -0.413 -0.409 -0.207 -0.098
H -4.346 -1.275 0.278 -0.332 0.249 -1.632
H -4.812 -1.682 -1.528 0.029 -0.848 -0.027
C -1.134 -0.740 -0.720 -1.491 -0.659 2.176
N -0.286 0.373 -0.270 1.953 -0.652 -0.202
O -0.440 1.464 -0.780 -0.079 -0.281 0.578
O 0.621 0.079 0.538 -1.403 0.853 -0.812
H -1.490 -0.656 -1.726 -0.071 0.459 -0.358
H -1.946 -0.771 0.060 0.314 0.399 -1.011
H -0.665 -1.682 -0.502 0.850 -0.134 -0.335
C 3.087 -2.023 -1.344 -0.531 1.154 -0.443
N 2.568 -2.959 -0.352 -0.283 -0.176 0.341
O 3.331 -3.673 0.252 -0.080 -0.086 0.177
O 1.346 -2.968 -0.237 0.302 -0.259 0.172
H 2.540 -1.060 -1.163 0.950 -0.756 -0.118
H 2.695 -2.429 -2.262 0.069 -0.075 -0.503
H 4.178 -1.978 -1.390 -0.446 0.094 0.412
C -0.862 0.903 3.927 0.619 -0.815 0.921
N -1.718 1.306 2.824 -1.510 0.198 -0.450
O -2.100 0.418 2.077 0.298 0.236 -0.135
O -2.115 2.457 2.782 0.450 -0.294 -0.176
H -1.494 0.178 4.503 0.672 0.640 -0.354
H -0.652 1.815 4.525 0.208 -0.913 -0.437
H 0.007 0.332 3.490 -0.747 0.880 0.645
C -2.687 4.198 -1.441 1.198 -1.951 0.104
N -1.614 4.537 -2.443 0.446 -1.596 -0.489
O -1.531 5.685 -2.772 0.299 0.840 -0.225
O -0.911 3.618 -2.919 -1.218 1.465 1.067
H -2.171 3.560 -0.659 -0.869 0.654 -0.944
H -3.424 3.609 -2.015 0.304 0.170 0.532
H -3.092 5.099 -1.035 -0.107 0.482 0.065
```
Positions in Å, forces in eV/Å.

E_tot	-3409.088208	Ha
E_LUMO	-0.86	eV
orbital gap	8.9	eV
E_HOMO	-0.3593	Ha



(2)
Below is C35H40N7Tl as an isolated structure, with properties calculated with the ωB97M-V functional and the def2-TZVPD basis.

Structure (XYZ):
```
83
Properties=species:S:1:pos:R:3:forces:R:3
Tl 11.515 10.475 10.390 -0.371 -1.165 -0.121
C 10.580 6.828 11.976 0.199 0.527 -0.693
C 9.568 7.868 12.572 0.245 -0.800 -0.396
C 10.090 8.785 13.660 -0.244 -0.481 0.998
C 11.031 8.388 14.608 -0.266 -0.687 -0.723
C 11.340 9.192 15.677 0.123 0.312 0.082
C 10.628 10.349 15.838 -0.923 0.777 -0.446
C 9.714 10.731 14.831 1.148 -0.308 0.665
N 9.468 9.961 13.792 -0.113 0.196 -1.226
N 11.220 7.178 10.654 0.381 0.507 0.541
C 12.624 6.605 10.645 -1.783 1.443 0.248
C 13.609 7.151 9.667 0.351 1.372 -1.521
C 14.817 6.482 9.521 -0.177 -0.841 0.098
C 15.901 7.076 8.889 -0.092 -0.118 0.844
C 15.729 8.336 8.367 0.638 0.583 -0.319
C 14.453 8.865 8.373 -0.605 0.002 -0.440
N 13.401 8.322 8.976 -0.158 -1.051 1.718
C 10.402 6.801 9.484 0.145 -0.511 0.229
C 9.021 7.432 9.381 -0.430 -1.630 0.397
C 7.907 6.567 9.315 0.635 0.856 -0.109
C 6.656 7.119 9.245 -0.278 1.020 -0.435
C 6.525 8.522 9.104 0.356 -1.207 0.507
C 7.669 9.268 9.185 0.565 1.098 0.159
N 8.885 8.736 9.332 0.936 0.587 0.129
H 10.127 5.848 11.874 -0.389 -0.268 0.059
H 11.428 6.682 12.635 -0.162 0.053 0.392
H 8.674 7.302 12.939 0.687 0.531 -0.068
H 9.203 8.519 11.786 -0.156 -0.001 -0.195
H 11.415 7.387 14.577 0.479 -0.218 -0.205
H 12.142 8.967 16.359 -0.096 -0.414 0.291
H 10.714 10.904 16.750 0.224 0.552 0.136
H 9.267 11.716 14.808 -0.326 -0.062 0.336
H 12.611 5.539 10.544 -0.057 -0.936 0.075
H 13.005 6.866 11.644 0.092 -0.287 -0.322
H 14.900 5.455 9.901 0.083 0.535 0.076
H 16.864 6.583 8.960 -0.032 0.066 -0.394
H 16.561 8.927 7.972 -0.361 -0.386 -0.064
H 14.187 9.739 7.793 0.387 0.339 0.003
H 10.297 5.678 9.403 0.064 0.946 0.075
H 10.893 7.169 8.598 0.676 -0.114 -0.376
H 8.035 5.505 9.244 0.116 -0.363 0.355
H 5.805 6.466 9.276 -0.389 -0.004 -0.173
H 5.582 8.997 8.988 -0.656 0.202 -0.002
H 7.699 10.377 9.199 -0.493 -0.783 -0.239
C 14.235 11.665 12.451 1.043 0.788 -0.014
N 13.790 12.639 11.445 -1.156 -0.375 0.183
C 14.747 12.886 10.371 -0.004 -0.005 -0.311
C 12.667 13.395 11.762 1.078 0.554 1.420
C 12.549 13.896 13.132 -0.930 -0.915 -1.203
C 11.368 14.523 13.494 0.795 0.080 0.376
C 10.311 14.743 12.601 -0.170 -0.521 -1.678
C 10.396 14.276 11.280 -0.282 0.899 1.517
C 11.625 13.706 10.815 0.209 -0.295 -1.483
N 11.781 13.287 9.502 -1.599 1.572 0.778
C 11.095 13.996 8.534 0.221 -0.666 -0.200
C 10.985 15.434 8.541 -0.016 -0.459 -0.730
C 10.536 16.137 7.425 0.180 -0.550 0.885
C 10.200 15.491 6.209 0.491 -1.881 1.414
C 10.254 14.074 6.181 -1.083 0.583 1.331
C 10.543 13.304 7.355 1.627 1.203 -0.923
N 10.525 11.928 7.331 -1.046 -0.140 -0.604
C 9.488 11.313 6.458 -0.440 -0.141 0.074
C 11.831 11.290 7.282 0.355 -1.332 0.061
H 14.899 12.165 13.179 -0.308 -0.392 0.030
H 14.862 10.918 11.941 -0.384 0.124 0.161
H 13.379 11.200 12.929 0.050 0.000 0.196
H 15.560 13.548 10.742 -0.422 -0.340 -0.252
H 14.219 13.342 9.532 0.361 0.019 0.082
H 15.191 11.918 10.056 -0.283 0.623 0.095
H 13.376 13.719 13.823 -0.436 0.130 -0.184
H 11.147 14.905 14.491 0.745 -0.172 -0.032
H 9.477 15.312 13.023 -0.098 -0.552 -0.617
H 9.514 14.278 10.630 0.553 0.278 0.112
H 11.421 15.903 9.413 -0.213 0.420 -0.122
H 10.457 17.209 7.494 0.171 0.193 -0.064
H 9.949 16.095 5.359 -0.080 -0.050 -0.396
H 9.918 13.500 5.326 0.170 0.352 -0.153
H 8.489 11.708 6.726 0.591 0.009 0.000
H 9.416 10.218 6.618 0.438 0.652 0.027
H 9.616 11.507 5.376 0.269 -0.222 0.447
H 12.287 11.329 6.270 -0.323 0.091 0.313
H 11.660 10.200 7.521 0.492 0.942 -0.127
H 12.548 11.765 7.980 -0.541 -0.373 -0.355
```
Positions in Å, forces in eV/Å.

relative energy (zero: lowest compared OMol25 entry of this formula, charge and spin)	33.1	kcal per mole
E_tot	-1912.858859	Ha
charge	+2
E_LUMO (spin up / spin down)	-8.22 / -8.06	eV
orbital gap (spin up / spin down)	5.3 / 5.5	eV
E_HOMO (spin up / spin down)	-0.4979 / -0.4980	Ha



(3)
Below is C35H40NO5Ru as an isolated structure, with properties calculated with the ωB97M-V functional and the def2-TZVPD basis.

Structure (XYZ):
```
82
Properties=species:S:1:pos:R:3:forces:R:3
C 5.585 4.490 -0.929 0.779 0.785 0.532
C 4.733 3.639 0.013 -0.395 0.102 -0.148
C 5.466 3.877 -2.334 0.177 0.367 -0.058
C 4.889 2.450 -2.201 0.991 -0.110 0.412
H 6.456 3.884 -2.791 -0.132 -0.034 -0.035
H 4.830 4.512 -2.954 -0.070 -0.151 0.048
C 4.791 2.256 -0.598 0.356 -0.813 0.532
H 3.698 4.004 0.009 0.229 0.014 0.102
H 5.131 3.655 1.041 -0.334 -0.021 -0.371
C 3.992 1.197 0.261 -1.188 -0.162 0.504
H 5.831 1.916 -0.391 -0.303 -0.002 -0.052
H 5.668 1.739 -2.518 -0.092 0.082 0.147
C 3.782 2.287 -3.153 -0.952 -0.378 0.845
C 5.151 5.944 -0.868 -2.129 -0.137 0.080
C 7.064 4.594 -0.537 0.839 -0.756 -1.083
O 7.984 4.685 -1.336 -0.866 -0.214 0.871
O 3.984 6.307 -0.803 1.775 -0.112 -0.231
O 6.198 6.781 -0.851 -0.402 0.572 -0.087
O 7.272 4.617 0.786 0.227 0.207 -0.143
C 8.636 4.907 1.101 -0.009 -0.093 0.153
H 8.667 4.997 2.182 0.074 -0.017 0.070
H 8.939 5.838 0.619 0.013 -0.056 0.068
H 9.284 4.100 0.751 -0.049 0.121 0.091
C 5.849 8.159 -0.743 -0.018 0.244 0.069
H 5.168 8.462 -1.547 0.150 -0.123 0.203
H 6.795 8.689 -0.819 -0.066 0.093 0.007
H 5.375 8.357 0.227 0.062 -0.043 -0.253
O 2.597 1.319 0.535 5.536 2.588 -1.150
H 4.356 1.305 1.297 1.075 -0.073 -0.299
H 4.271 0.183 -0.101 -0.152 0.395 0.013
C 3.437 0.908 -3.572 -0.267 -0.493 -0.190
C 2.671 3.255 -3.009 -0.829 0.686 -0.089
H 2.558 3.985 -3.822 0.211 -0.036 -0.185
H 2.789 3.866 -2.101 -0.163 -0.199 -0.156
H 1.694 2.751 -2.960 0.265 0.044 0.186
H 2.361 0.732 -3.456 0.160 -0.128 0.149
H 3.984 0.180 -2.969 -0.109 -0.110 0.067
H 3.656 0.657 -4.613 0.155 0.172 -0.256
Ru 1.068 0.338 0.079 -1.287 -0.930 -2.523
C 0.917 -1.997 -0.541 0.122 -0.067 0.488
C 2.321 -1.796 -0.376 -0.052 -0.500 0.698
C 2.556 -1.361 0.963 -0.456 -1.147 0.159
H 3.086 -1.959 -1.130 -0.159 -0.017 0.093
C 1.286 -1.200 1.615 0.237 -1.828 -0.099
C 0.261 -1.619 0.680 1.040 -1.313 0.275
H -0.791 -1.712 0.903 0.129 0.059 -0.187
H 0.428 -2.429 -1.404 -0.005 0.260 0.082
H 3.523 -1.197 1.428 -0.227 0.214 -0.187
H 1.129 -0.947 2.656 0.023 0.050 -0.124
C -0.729 1.983 -0.971 0.035 -0.325 0.353
C -1.119 1.034 0.023 -0.554 0.945 0.633
C -0.384 1.322 1.241 -1.434 2.046 -0.057
H -1.922 0.311 -0.076 0.452 0.097 -0.149
C 0.464 2.456 0.952 -1.819 0.790 -0.046
C 0.258 2.825 -0.410 -0.311 0.552 0.965
H 0.738 3.670 -0.895 0.005 -0.257 0.012
H -1.141 2.058 -1.970 0.127 -0.169 0.056
H -0.616 0.937 2.228 0.162 -0.062 -0.164
H 1.108 2.957 1.672 -0.028 -0.295 -0.345
C -2.198 -0.369 -5.463 0.053 0.077 -0.344
C -0.982 -0.394 -4.760 -0.378 -0.095 0.252
C -0.951 -0.794 -3.436 -0.029 -0.073 0.103
C -2.140 -1.216 -2.769 -0.223 -0.546 0.929
C -3.354 -1.217 -3.511 0.093 0.092 -0.280
C -3.377 -0.779 -4.828 0.358 -0.047 0.076
N -2.096 -1.521 -1.440 -0.380 -0.330 -0.165
C -2.909 -2.420 -0.810 0.538 0.973 -0.829
C -3.281 -2.168 0.546 -0.034 -0.252 -0.197
C -3.985 -3.112 1.274 0.199 0.102 -0.394
C -4.369 -4.319 0.675 -0.289 -0.371 0.242
C -4.055 -4.570 -0.669 0.170 0.510 0.191
C -3.338 -3.634 -1.409 -0.313 -0.328 0.286
H -2.213 -0.037 -6.503 -0.055 -0.074 0.218
H -0.048 -0.101 -5.243 -0.224 0.014 0.012
H -0.022 -0.803 -2.857 -0.344 0.086 -0.217
H -4.265 -1.546 -3.008 0.207 0.127 -0.160
H -4.322 -0.762 -5.371 0.137 0.017 0.034
H -2.984 -1.211 0.982 -0.095 -0.307 -0.071
H -4.229 -2.889 2.313 -0.044 -0.182 -0.162
H -4.914 -5.060 1.266 0.124 0.159 -0.219
H -4.370 -5.503 -1.137 0.059 0.099 0.100
H -3.070 -3.823 -2.451 -0.083 0.034 0.299
```
Positions in Å, forces in eV/Å.

E_tot	-1883.275716	Ha
charge	-2
E_LUMO (spin up / spin down)	3.52 / 3.52	eV
spin multiplicity	6
orbital gap (spin up / spin down)	2.4 / 4.1	eV
expectation value of S²	8.780
E_HOMO (spin up / spin down)	0.0396 / -0.0210	Ha